Here is a cluster of 14 separate species, C84H188N8O20 in total at a distorted geometry from OMol25. Energies are from ωB97M-V/def2-TZVPD.

## Properties
Kohn-Sham gap: 8.26 eV
Electronic energy: -5255.673399 Ha
Energy above the lowest of the compared OMol25 structures with the same formula, charge and spin: 38.5 kcal per mole
Highest occupied orbital energy: -0.2935 hartree
LUMO: 0.0102 Ha

Atoms and positions in Å:
C  -5.55  -2.20  2.53
C  -4.96  -2.86  1.33
O  -4.22  -4.06  1.87
O  -4.47  -1.54  3.25
H  -6.11  -2.93  3.11
H  -6.26  -1.39  2.26
H  -4.32  -2.11  0.90
H  -5.74  -3.25  0.66
H  -3.48  -4.13  1.23
H  -4.00  -2.20  3.75
C  -1.30  -5.63  1.32
C  -0.14  -6.39  0.66
O  -0.64  -7.35  -0.30
O  -2.09  -4.95  0.23
H  -0.92  -4.82  1.91
H  -2.02  -6.23  1.80
H  0.37  -6.96  1.46
H  0.54  -5.60  0.19
H  0.00  -7.38  -0.99
H  -2.02  -5.58  -0.49
C  4.03  -1.57  -3.42
C  3.29  -2.23  -4.56
O  4.12  -3.18  -5.26
O  4.63  -2.59  -2.58
H  3.33  -0.94  -2.89
H  4.84  -0.94  -3.78
H  2.91  -1.45  -5.23
H  2.43  -2.69  -4.07
H  4.68  -3.50  -4.51
H  3.93  -3.15  -2.35
C  5.22  -2.11  3.49
C  4.84  -3.06  2.42
O  5.71  -3.16  1.29
O  5.12  -0.69  3.16
H  6.26  -2.22  3.84
H  4.48  -2.40  4.30
H  3.79  -2.82  2.06
H  4.78  -4.02  2.77
H  6.09  -2.31  0.96
H  5.54  -0.42  2.27
C  3.02  1.09  5.39
C  2.25  1.14  4.08
O  2.23  -0.07  3.36
O  4.38  1.22  5.18
H  2.80  0.20  5.96
H  2.69  1.93  5.99
H  2.65  2.03  3.58
H  1.16  1.16  4.32
H  3.15  -0.29  3.10
H  4.71  0.54  4.58
C  -3.01  2.18  -4.73
C  -3.18  0.81  -5.36
O  -2.55  0.77  -6.67
O  -1.57  2.45  -4.79
H  -3.38  2.24  -3.74
H  -3.50  2.84  -5.46
H  -4.25  0.56  -5.50
H  -2.73  0.01  -4.72
H  -2.56  -0.17  -6.97
H  -1.42  2.33  -5.73
C  -4.72  -2.64  -4.53
C  -5.21  -2.51  -3.08
C  -4.90  -1.17  -2.53
C  -5.93  -0.17  -3.15
C  -7.32  -0.63  -2.82
C  -7.65  -2.07  -3.08
N  -6.57  -2.89  -2.61
O  -6.87  -4.27  -2.87
C  -8.87  -2.48  -2.29
C  -8.00  -2.31  -4.58
C  -4.37  -3.65  -2.36
H  -4.93  -1.73  -5.04
H  -4.90  -3.58  -5.02
H  -3.61  -2.60  -4.60
H  -4.94  -1.17  -1.45
H  -3.93  -0.77  -2.84
H  -5.65  -0.04  -4.14
H  -5.72  0.81  -2.70
H  -8.06  -0.03  -3.26
H  -7.36  -0.49  -1.66
H  -9.83  -2.08  -2.59
H  -8.86  -3.61  -2.27
H  -8.71  -2.08  -1.28
H  -8.74  -1.57  -4.90
H  -7.18  -2.26  -5.22
H  -8.47  -3.30  -4.69
H  -4.19  -4.49  -3.07
H  -4.85  -4.10  -1.53
H  -3.30  -3.43  -2.10
H  -6.83  -4.32  -3.85
C  -1.13  -2.32  3.82
C  -1.52  -3.13  5.07
C  -1.47  -2.12  6.20
C  -2.12  -2.63  7.43
C  -3.61  -2.99  7.18
C  -3.75  -4.00  6.03
N  -2.93  -3.60  4.92
O  -2.92  -4.69  3.99
C  -3.41  -5.37  6.57
C  -5.21  -4.07  5.53
C  -0.50  -4.25  5.29
H  -1.70  -1.38  3.69
H  -1.34  -2.97  2.94
H  -0.07  -2.17  3.83
H  -0.44  -1.73  6.28
H  -2.01  -1.25  5.76
H  -1.99  -2.02  8.35
H  -1.84  -3.62  7.80
H  -4.09  -2.05  6.90
H  -3.94  -3.40  8.18
H  -3.49  -6.02  5.71
H  -2.46  -5.53  7.06
H  -4.29  -5.53  7.19
H  -5.81  -4.16  6.42
H  -5.45  -3.08  5.15
H  -5.32  -4.73  4.72
H  0.47  -3.84  5.19
H  -0.58  -4.91  4.44
H  -0.70  -4.78  6.20
H  -3.25  -4.32  3.18
C  4.13  -0.14  -0.22
C  5.25  0.95  -0.07
C  4.57  2.13  0.67
C  5.62  3.09  1.32
C  6.68  2.35  2.19
C  7.36  1.24  1.40
N  6.27  0.36  0.80
O  6.84  -0.77  0.16
C  8.34  1.82  0.33
C  8.15  0.31  2.36
C  5.75  1.40  -1.45
H  3.25  0.29  -0.68
H  3.79  -0.55  0.74
H  4.51  -0.94  -0.84
H  3.86  2.49  -0.02
H  4.01  1.66  1.49
H  5.10  3.88  1.86
H  6.13  3.66  0.51
H  6.09  1.81  2.99
H  7.34  3.08  2.68
H  7.91  2.70  -0.16
H  9.25  2.13  0.91
H  8.66  1.07  -0.44
H  7.44  -0.06  3.07
H  8.63  -0.46  1.74
H  8.93  0.85  2.87
H  6.22  0.61  -2.01
H  6.34  2.30  -1.44
H  4.84  1.70  -2.00
H  7.33  -0.48  -0.63
C  0.60  2.50  -0.40
C  -0.11  1.21  -0.80
C  0.31  0.90  -2.28
C  -0.15  -0.42  -2.77
C  0.37  -1.47  -1.79
C  -0.06  -1.25  -0.32
N  0.40  0.13  -0.02
O  0.08  0.49  1.31
C  -1.47  -1.56  0.06
C  0.82  -2.23  0.52
C  -1.66  1.52  -0.70
H  1.57  2.59  -0.85
H  0.79  2.52  0.69
H  0.06  3.42  -0.66
H  0.00  1.74  -3.02
H  1.41  0.94  -2.29
H  0.34  -0.73  -3.68
H  -1.26  -0.46  -3.05
H  1.49  -1.48  -1.78
H  0.00  -2.46  -2.05
H  -1.65  -2.60  0.35
H  -1.86  -0.93  0.84
H  -2.13  -1.52  -0.81
H  1.89  -2.15  0.27
H  0.84  -2.02  1.57
H  0.52  -3.28  0.33
H  -1.99  1.69  0.34
H  -2.27  0.70  -1.13
H  -2.00  2.43  -1.25
H  0.92  0.42  1.79
C  4.56  5.27  -1.92
C  3.73  5.27  -3.15
C  4.44  6.18  -4.23
C  3.82  6.12  -5.63
C  3.77  4.72  -6.11
C  2.98  3.82  -5.13
N  3.58  3.94  -3.76
O  2.85  3.00  -2.91
C  1.37  3.98  -5.26
C  3.31  2.40  -5.59
C  2.32  5.96  -2.87
H  4.82  6.24  -1.50
H  5.51  4.76  -2.14
H  4.22  4.77  -1.03
H  4.43  7.23  -3.90
H  5.50  5.82  -4.21
H  4.32  6.79  -6.34
H  2.90  6.67  -5.57
H  4.77  4.28  -6.28
H  3.29  4.64  -7.04
H  1.16  3.66  -6.30
H  0.75  3.27  -4.70
H  1.06  5.02  -5.08
H  4.34  2.05  -5.23
H  2.61  1.62  -5.27
H  3.43  2.39  -6.66
H  2.56  6.91  -2.34
H  1.65  5.33  -2.26
H  1.76  6.19  -3.81
H  2.02  3.52  -2.67
C  -6.64  2.88  2.39
C  -5.13  2.68  2.47
C  -4.48  4.06  2.19
C  -3.01  4.08  2.58
C  -2.82  3.64  4.02
C  -3.49  2.25  4.35
N  -4.81  2.28  3.83
O  -5.42  1.06  4.10
C  -2.50  1.17  3.81
C  -3.53  2.16  5.85
C  -4.58  1.71  1.46
H  -6.97  3.17  1.38
H  -7.04  3.60  3.13
H  -7.21  1.95  2.56
H  -4.72  4.41  1.20
H  -5.01  4.82  2.80
H  -2.56  5.07  2.44
H  -2.51  3.35  1.99
H  -3.01  4.47  4.64
H  -1.79  3.49  4.20
H  -1.73  1.16  4.58
H  -2.94  0.17  3.80
H  -2.01  1.35  2.85
H  -4.32  2.76  6.35
H  -3.69  1.12  6.14
H  -2.54  2.40  6.29
H  -5.04  0.72  1.54
H  -3.52  1.64  1.63
H  -4.65  2.09  0.42
H  -4.92  0.32  3.59
C  -1.02  -2.65  -6.13
C  -0.67  -4.13  -5.91
C  0.54  -4.51  -6.72
C  1.04  -5.94  -6.54
C  1.53  -6.03  -5.12
C  0.43  -5.64  -4.06
N  -0.19  -4.30  -4.49
O  -1.18  -3.94  -3.56
C  -0.64  -6.83  -3.87
C  1.10  -5.44  -2.72
C  -1.96  -4.97  -6.20
H  -1.18  -2.57  -7.22
H  -0.29  -1.90  -5.85
H  -1.89  -2.41  -5.58
H  0.32  -4.39  -7.77
H  1.30  -3.81  -6.44
H  1.76  -6.14  -7.36
H  0.26  -6.70  -6.73
H  2.32  -5.26  -5.05
H  1.98  -6.98  -4.85
H  -0.14  -7.72  -3.49
H  -1.39  -6.50  -3.11
H  -1.08  -7.02  -4.87
H  1.76  -4.61  -2.69
H  0.29  -5.17  -2.03
H  1.62  -6.28  -2.29
H  -1.73  -5.99  -6.59
H  -2.51  -4.53  -6.99
H  -2.53  -5.04  -5.29
H  -1.94  -4.52  -3.75
C  3.23  6.99  5.15
C  3.68  5.92  4.17
C  3.13  4.60  4.63
C  1.55  4.59  4.51
C  1.26  4.83  3.04
C  1.85  6.07  2.44
N  3.31  6.18  2.79
O  3.82  7.44  2.38
C  1.80  5.93  0.90
C  0.89  7.27  2.89
C  5.17  5.75  4.36
H  3.83  7.90  5.06
H  3.38  6.57  6.20
H  2.23  7.29  4.98
H  3.60  3.84  4.11
H  3.41  4.54  5.69
H  1.12  5.31  5.19
H  1.13  3.59  4.81
H  0.19  4.81  2.87
H  1.73  4.00  2.49
H  0.74  5.92  0.62
H  2.38  6.75  0.42
H  2.29  4.93  0.62
H  0.54  7.19  3.93
H  1.42  8.26  2.90
H  0.10  7.35  2.17
H  5.59  4.94  3.76
H  5.41  5.70  5.43
H  5.62  6.67  3.98
H  3.65  8.04  3.12